Computed, not measured: a structure of composition C4H5FN2, with wB97M-V/def2-TZVPD.

Geometry as XYZ:
```
12
Properties=species:S:1:pos:R:3:forces:R:3
C -0.2095 1.2679 -2.1543 -3.714 6.048 -1.760
C -0.2585 0.4550 -0.8977 3.058 -0.736 0.689
C -0.0695 -0.8586 0.8310 -1.339 1.227 0.664
C 0.9725 -0.0291 1.0373 2.391 3.040 -2.827
H 0.2488 2.4531 -1.7925 -1.591 -3.521 -0.847
H -1.4588 1.6922 -2.5837 3.996 -1.692 1.271
H 0.4320 1.1816 -3.0790 -0.855 -1.259 1.223
H 1.9282 0.1752 1.6778 -2.546 -0.827 -1.017
H 1.6591 1.4357 -0.5725 -2.513 -1.519 1.173
N -0.8151 -0.6032 -0.3122 -0.245 0.511 -0.063
N 0.8271 0.8459 -0.1740 3.312 -0.454 2.470
F -0.6114 -1.5165 1.8729 0.047 -0.819 -0.977
```
Forces are in eV/Å.

## Properties
ΔE to the lowest compared entry with this formula, charge and spin = 76.8 kcal/mol
F_max = 7.31 eV/Å
electronic energy = -9923.4739 eV
multiplicity = 1
HOMO = -9.055 eV

---

Computed, not measured: an isolated molecule of C4H5FN2O, with wB97M-V/def2-TZVPD.

Geometry as XYZ:
```
13
Properties=species:S:1:pos:R:3:forces:R:3
N -1.8570 -0.9268 -0.6095 -1.532 -2.424 1.580
C -1.2989 0.0394 0.3006 -0.466 3.373 2.050
C 0.1215 0.4254 0.1461 1.992 -1.263 0.251
C 0.9748 1.4556 -0.1657 -2.445 -2.391 -0.178
N 2.2235 0.9221 -0.2868 2.830 1.135 -0.990
C 2.1862 -0.3177 -0.0215 0.642 0.286 0.532
F 3.2072 -1.2200 -0.1191 -1.939 1.614 0.393
O 1.0235 -0.7180 0.4223 -1.712 -0.359 -1.002
H -1.1357 -1.7214 -0.7309 -2.013 1.285 0.507
H -2.8334 -1.2782 -0.0753 3.695 0.654 -2.169
H -1.8541 1.0520 0.2000 0.621 -1.504 -0.023
H -1.3564 -0.1312 1.4222 -0.394 -0.539 -1.064
H 0.5988 2.4188 -0.4823 0.721 0.132 0.113
```
Forces are in eV/Å.

## Properties
ΔE to the lowest compared entry with this formula, charge and spin = 41.9 kcal/mol
F_max = 4.33 eV/Å
electronic energy = -11972.2254 eV
structure (SMILES) = NCc1cnc(F)o1
multiplicity = 1
HOMO = -9.312 eV

---

Computed, not measured: the ion C4H5FN3 with charge +1, with wB97M-V/def2-TZVPD.

Geometry as XYZ:
```
13
Properties=species:S:1:pos:R:3:forces:R:3
C -1.4929 2.1078 1.0295 0.220 -0.189 -2.019
C -0.8869 0.9722 0.5769 0.015 -0.803 0.074
N -1.2925 -0.3714 1.1006 -1.240 2.666 0.578
N -0.6889 -1.2520 0.5440 1.702 -4.031 -0.303
N 0.3499 -1.0406 -0.1893 -1.337 7.379 -0.717
C 1.3771 -1.7575 -0.8717 1.817 -2.567 -1.669
C 0.1193 0.7730 -0.3308 2.540 -3.070 -0.207
F 0.9868 1.5482 -0.9131 -1.452 -1.201 0.595
H -1.9494 2.0907 1.9804 -0.638 0.051 0.991
H -1.6412 2.9686 0.3508 0.559 -0.259 0.723
H 2.3203 -1.8693 -0.2721 -0.979 0.576 -0.222
H 1.6749 -1.3185 -1.8919 -0.865 -0.222 1.695
H 1.1234 -2.8512 -1.1132 -0.342 1.670 0.482
```
Forces are in eV/Å.

## Properties
ΔE to the lowest compared entry with this formula, charge and spin = 65.9 kcal/mol
F_max = 7.53 eV/Å
charge = +1
electronic energy = -11403.1047 eV
structure (SMILES) = C=C1N=N[N+](C)=C1F
multiplicity = 1
HOMO (spin up / spin down) = -14.825 / -14.826 eV

---

Computed, not measured: a cluster of 2 separate species, C4H5FO in total, with wB97M-V/def2-TZVPD.

Geometry as XYZ:
```
11
Properties=species:S:1:pos:R:3:forces:R:3
C -0.2509 -0.7796 0.6394 3.421 1.165 -0.527
C -0.7062 0.6957 0.5732 0.238 2.889 2.950
C 0.2808 0.4144 -1.3871 2.164 -2.522 0.650
C 0.6461 -0.6959 -0.5798 1.570 -0.540 -3.097
H -0.8448 -1.7365 0.7072 0.024 1.555 0.115
H 0.2725 1.6039 1.1955 -3.083 -3.413 -1.092
H -1.7484 0.8425 1.0275 1.584 0.340 -0.936
H 0.6535 0.7434 -2.4586 -0.856 -0.666 2.673
H 1.5994 -1.5268 -0.7275 -3.274 2.655 0.052
O -0.5780 1.2371 -0.7295 -0.888 -0.826 -0.935
F 0.6759 -0.7981 1.7397 -0.899 -0.636 0.147
```
Forces are in eV/Å.

## Properties
ΔE to the lowest compared entry with this formula, charge and spin = 69.5 kcal/mol
F_max = 4.73 eV/Å
electronic energy = -8990.0179 eV
multiplicity = 1
HOMO = -8.851 eV

---

Computed, not measured: an isolated molecule of C4H5FO, with wB97M-V/def2-TZVPD.

Geometry as XYZ:
```
11
Properties=species:S:1:pos:R:3:forces:R:3
C 1.5785 -1.0078 0.6956 -0.689 -0.503 3.759
C 0.6502 0.0386 0.7968 0.890 -2.455 -1.242
C -0.3692 -0.1720 -0.3152 2.069 -4.295 -2.247
O -0.1750 -1.3218 -0.9137 -3.234 5.530 1.183
C -1.3723 0.8946 -0.8031 3.299 1.714 0.378
F -0.7850 2.2691 -0.3109 -2.063 -3.380 -0.877
H 2.2829 -1.1799 1.5942 -0.709 0.908 -1.605
H 1.4366 -2.0371 0.1524 0.344 2.929 0.436
H 0.5816 0.8472 1.5611 0.439 -0.792 -0.951
H -1.4528 1.0038 -1.8727 0.927 -0.025 -0.451
H -2.3756 0.6653 -0.5844 -1.273 0.369 1.618
```
Forces are in eV/Å.

## Properties
ΔE to the lowest compared entry with this formula, charge and spin = 56.3 kcal/mol
F_max = 6.51 eV/Å
electronic energy = -8990.5860 eV
structure (SMILES) = C=CC(=O)CF
multiplicity = 1
HOMO = -10.068 eV

---

Computed, not measured: an isolated molecule of C4H5FO2, with wB97M-V/def2-TZVPD.

Geometry as XYZ:
```
12
Properties=species:S:1:pos:R:3:forces:R:3
F -0.2157 -2.4282 0.4779 0.077 -0.316 0.365
C -0.5027 -1.5017 -0.5125 -0.260 -0.591 -0.048
C -0.6468 -0.1554 0.2760 -1.228 -0.399 0.955
O -0.6780 1.0116 -0.4810 -1.506 -1.013 -1.242
C 0.5493 1.6610 -0.3914 -2.183 -1.153 -0.657
C 1.1717 1.1000 0.5952 3.056 2.023 3.511
O 0.4850 0.0874 1.1679 -1.212 -1.397 -0.407
H 0.3990 -1.3993 -1.0960 0.141 -0.226 -0.770
H -1.3961 -2.0291 -1.0842 1.571 2.087 0.895
H -1.5916 -0.3220 0.8758 1.000 0.799 -0.271
H 0.5501 2.3531 -1.1679 1.061 1.503 -0.504
H 1.8759 1.6226 1.3403 -0.518 -1.317 -1.826
```
Forces are in eV/Å.

## Properties
ΔE to the lowest compared entry with this formula, charge and spin = 64.0 kcal/mol
F_max = 5.08 eV/Å
electronic energy = -11038.7108 eV
structure (SMILES) = FCC1OC=CO1
multiplicity = 1
HOMO = -8.447 eV

---

Computed, not measured: an isolated molecule of C4H5FO2S, with wB97M-V/def2-TZVPD.

Geometry as XYZ:
```
13
Properties=species:S:1:pos:R:3:forces:R:3
O -1.8666 -1.4240 -0.4563 1.591 2.916 -0.077
C -1.4566 -0.2605 -0.3461 -1.598 -1.032 1.118
O -2.3281 0.7920 -0.3703 2.195 1.708 1.526
C -0.0200 0.1645 0.0094 -0.261 0.099 -0.599
S 0.3042 1.9354 -0.1592 1.187 -0.350 -0.560
C 0.7133 -0.5224 1.1482 0.887 -0.469 0.635
C 1.0400 -0.8975 -0.2782 -0.651 0.724 -0.742
F 2.1558 -0.4824 -0.9679 0.109 0.187 0.896
H -1.7946 1.6609 0.0547 -1.907 -3.055 -2.051
H 1.0316 1.9416 -1.3371 -0.745 -0.129 0.721
H 1.4518 0.0704 1.7861 -1.104 -0.677 -1.378
H 0.1302 -1.2277 1.7549 0.316 0.092 -0.474
H 0.6391 -1.7503 -0.8383 -0.020 -0.013 0.985
```
Forces are in eV/Å.

## Properties
ΔE to the lowest compared entry with this formula, charge and spin = 32.0 kcal/mol
F_max = 4.14 eV/Å
electronic energy = -21875.2003 eV
structure (SMILES) = O=C(O)[C@@]1(S)C[C@@H]1F
multiplicity = 1
HOMO = -10.027 eV

---

Computed, not measured: an isolated molecule of C4H5FO2S, with wB97M-V/def2-TZVPD.

Geometry as XYZ:
```
13
Properties=species:S:1:pos:R:3:forces:R:3
O -0.9112 1.7584 0.0223 0.675 -0.117 0.156
C -1.3949 0.5362 -0.0983 -3.070 -2.813 2.448
S -3.0000 -0.1139 0.1334 2.585 2.648 -0.734
C -0.3822 -0.6110 -0.1623 3.240 4.294 1.753
F -0.9164 -1.7417 -0.3665 -0.981 -3.291 -1.438
C 0.7467 0.0389 -0.9879 2.890 0.362 -2.296
O 1.5671 0.2984 0.2570 -1.355 -0.081 -1.419
C 0.7325 -0.5989 0.9954 -2.274 1.636 1.603
H 0.1126 1.7362 0.0559 -1.957 -0.002 0.279
H 1.3621 -0.6833 -1.7270 -1.518 1.784 1.565
H 0.4750 1.1364 -1.4695 0.973 -3.323 0.432
H 1.2124 -1.4850 1.3062 0.604 -1.686 -0.836
H 0.3962 -0.2707 2.0412 0.188 0.588 -1.514
```
Forces are in eV/Å.

## Properties
ΔE to the lowest compared entry with this formula, charge and spin = 83.4 kcal/mol
F_max = 5.66 eV/Å
electronic energy = -21872.9674 eV
structure (SMILES) = OC(=S)C1(F)COC1
multiplicity = 1
HOMO = -8.753 eV

---

Copy entry 1 word for word.
Computed, not measured: a structure of composition C4H5FN2, with wB97M-V/def2-TZVPD.

Geometry as XYZ:
```
12
Properties=species:S:1:pos:R:3:forces:R:3
C -0.2095 1.2679 -2.1543 -3.714 6.048 -1.760
C -0.2585 0.4550 -0.8977 3.058 -0.736 0.689
C -0.0695 -0.8586 0.8310 -1.339 1.227 0.664
C 0.9725 -0.0291 1.0373 2.391 3.040 -2.827
H 0.2488 2.4531 -1.7925 -1.591 -3.521 -0.847
H -1.4588 1.6922 -2.5837 3.996 -1.692 1.271
H 0.4320 1.1816 -3.0790 -0.855 -1.259 1.223
H 1.9282 0.1752 1.6778 -2.546 -0.827 -1.017
H 1.6591 1.4357 -0.5725 -2.513 -1.519 1.173
N -0.8151 -0.6032 -0.3122 -0.245 0.511 -0.063
N 0.8271 0.8459 -0.1740 3.312 -0.454 2.470
F -0.6114 -1.5165 1.8729 0.047 -0.819 -0.977
```
Forces are in eV/Å.

## Properties
ΔE to the lowest compared entry with this formula, charge and spin = 76.8 kcal/mol
F_max = 7.31 eV/Å
electronic energy = -9923.4739 eV
multiplicity = 1
HOMO = -9.055 eV